C3H4Se | wB97M-V/def2-TZVPD

```
! RIJCOSX wB97M-V def2-TZVPD def2/J DEFGRID3
* xyz 0 1
C -1.35 -0.64 1.44
C -0.66 0.02 0.68
C 0.55 0.72 -0.24
Se 1.75 -0.65 -0.99
H -2.27 -0.89 1.87
H 1.07 1.42 0.45
H 0.21 0.95 -1.22
H 0.70 -0.92 -2.00
*
```

Calculated values
Energy relative to the best compared isomer or geometry (same formula, charge and spin): 17.0 kcal per mole
Gap between HOMO and LUMO: 9.6 eV
Lowest unoccupied orbital energy: 0.6 eV
Structure (SMILES): C#CC[SeH]
E_HOMO: -9.006 eV
Molar mass: 119.0 g mol⁻¹

natural (NBO) population analysis, charges in e, atoms 1 to 4:
1 C -0.273
2 C -0.022
3 C -0.591
4 Se 0.082